88
Properties=species:S:1:pos:R:3:lowdin_charge:R:1 method="wB97M-V/def2-TZVPD" molar_mass_g_mol=1004.64 lumo_energy_ev=-8.29 charge=+2 relative_energy_kj_mol=26.2 orbital_gap_ev=5.712
C 1.378 -4.178 3.505 -0.04
H -1.473 -5.514 -0.155 0.10
C 0.548 -3.133 3.131 0.00
C -0.524 0.634 -4.172 -0.05
C -4.207 0.397 -2.202 -0.03
C -2.183 1.212 -0.515 -0.08
C 5.899 1.543 1.623 -0.22
H -0.175 1.187 5.596 0.12
C -4.501 1.233 -1.138 -0.05
H -0.923 4.467 2.902 0.06
H -2.645 1.081 5.756 0.12
H 0.985 0.075 3.727 0.11
H 2.876 4.087 1.418 0.06
W 1.364 1.301 0.170 1.12
O -1.239 -2.984 0.550 0.02
H -4.994 0.067 -2.867 0.12
H -2.687 -0.687 -3.252 0.14
C 0.900 -2.308 2.069 -0.16
H -0.380 -2.971 3.665 0.13
H -1.356 3.694 1.340 0.00
C -0.308 -1.547 -0.993 -0.17
S 3.163 1.922 -1.281 0.81
H -1.844 -1.021 0.435 0.13
C -0.748 0.687 4.826 -0.07
O 0.598 0.705 -1.373 -0.40
C 2.568 -4.402 2.828 -0.05
C 1.023 -1.466 -5.096 -0.04
C 2.925 -3.580 1.770 -0.05
H 0.235 4.428 -3.179 0.05
H -3.714 2.263 0.566 0.11
H -3.628 -4.084 -0.236 0.10
H -3.495 -2.371 -0.687 0.08
C 0.999 3.874 -2.641 -0.31
H 0.961 -0.481 -6.998 0.12
C -2.208 -0.674 2.888 0.00
H 0.015 -4.815 -0.821 0.10
C -2.903 -0.024 -2.424 -0.01
H 3.852 -3.748 1.239 0.11
C 0.652 -0.450 -5.961 -0.05
C -2.135 0.620 4.920 -0.06
C 1.315 4.995 0.201 -0.44
C -2.858 -0.071 3.961 -0.04
H 1.851 5.220 2.293 0.09
H -1.433 1.491 0.223 0.06
C 1.853 4.450 1.523 -0.46
C 2.091 -2.540 1.386 -0.04
H -1.143 1.452 -3.822 0.12
C -0.059 -1.224 1.635 -0.24
H 0.916 -2.247 -3.115 0.12
C -1.866 0.387 -1.590 -0.17
H 1.129 2.888 -3.080 0.01
H -5.517 1.564 -0.968 0.12
C 5.788 2.418 -1.144 -0.23
O -1.016 -2.552 -1.670 0.00
C 4.628 1.993 -0.424 -0.66
S 3.275 0.992 1.630 0.77
C -0.936 -1.623 0.419 -0.18
H -0.421 1.398 -6.170 0.11
C 4.677 1.583 0.880 -0.66
H 1.939 4.420 -2.616 0.04
C -0.932 3.542 2.328 -0.30
H 3.217 -5.214 3.128 0.12
C 0.624 -1.437 -3.766 0.00
H -1.338 -5.234 -1.897 0.10
H -3.933 -0.157 4.050 0.12
C -0.826 -0.588 2.775 -0.17
C -0.500 -0.237 -1.830 -0.24
N 6.702 2.793 -1.729 0.24
C -1.638 -3.462 -0.734 -0.53
C -3.483 1.636 -0.286 -0.06
H -3.408 -3.627 -1.932 0.11
H 0.607 5.804 0.364 0.08
H 1.094 -4.819 4.329 0.12
N 6.879 1.512 2.220 0.24
C -0.099 0.075 3.766 -0.07
Se 0.343 3.648 -0.825 0.99
H -2.794 -1.232 2.170 0.12
O 0.762 -0.104 1.088 -0.39
C -0.164 -0.391 -3.295 -0.17
C -0.122 0.606 -5.496 -0.05
H 1.623 -2.291 -5.454 0.12
H 0.765 -1.772 -0.943 0.15
Se 0.907 2.919 2.296 0.95
H -1.481 2.774 2.873 0.03
H 2.390 -1.917 0.553 0.09
C -1.070 -4.846 -0.915 0.04
C -3.138 -3.379 -0.906 0.04
H 2.132 5.368 -0.415 0.09